Density functional theory data (ωB97M-V/def2-TZVPD) for a molecular structure, C22H37ClHfNO2P3 in a non-equilibrium geometry.

Properties
* E_tot: -70648.8888 eV
* HOMO-LUMO gap (spin up / spin down): 3.207 / 3.238 eV
* charge: +4
* largest force on an atom: 12.569 eV/A

CARTESIAN COORDINATES (ANGSTROEM)
H (-1.185, -2.354, -2.174)
C (4.241, -0.265, 1.845)
H (4.560, -2.225, -1.358)
H (-3.648, 3.920, -0.425)
C (-2.953, 4.594, -0.936)
O (-2.382, 1.447, 0.927)
C (0.671, -2.054, 0.808)
H (-0.956, 1.764, -3.560)
C (0.813, -2.861, 1.928)
H (-0.017, 0.863, 2.215)
H (-0.344, 4.667, 1.806)
P (4.062, -0.309, 0.035)
H (-2.314, -0.237, -2.800)
H (0.819, 5.338, -0.759)
C (-1.599, 1.250, 0.092)
H (-0.553, 6.484, -0.761)
C (1.603, -0.424, -2.717)
C (5.449, 0.770, -0.459)
C (-2.775, -4.466, -0.027)
H (-4.539, -3.225, 2.207)
H (-5.654, -3.740, 0.006)
H (-3.040, 4.453, -2.020)
C (4.738, -1.977, -0.300)
H (-0.259, 5.452, -2.197)
H (1.574, 1.648, -3.428)
N (0.339, -0.751, 0.900)
C (-0.209, 5.504, -1.105)
H (5.817, -1.984, -0.099)
Hf (0.158, 0.241, -1.213)
H (-2.754, -3.003, 2.422)
H (1.124, -3.892, 1.773)
H (-3.823, -1.569, 2.164)
H (-3.597, -5.181, -0.096)
H (-5.674, -1.985, -0.381)
H (0.676, -2.948, 4.105)
H (5.296, -0.388, 2.113)
C (-3.658, -2.633, 1.904)
H (2.688, -0.539, -2.669)
C (-0.597, -1.475, -2.433)
H (-3.210, 5.622, -0.670)
C (-0.450, 0.855, -3.208)
C (1.300, 1.914, -0.086)
P (-1.258, 4.183, -0.396)
H (4.228, -2.708, 0.348)
C (0.250, -0.994, 3.287)
P (-3.418, -2.768, 0.083)
Cl (-0.052, -0.282, 4.805)
C (0.808, -1.536, -2.345)
C (0.179, -0.204, 2.135)
C (-1.331, 4.772, 1.340)
H (3.892, 0.713, 2.201)
H (-5.102, -3.159, -1.603)
H (-2.153, -4.548, -0.926)
H (-2.160, -4.688, 0.852)
C (0.582, -2.349, 3.204)
C (-1.232, -0.269, -2.806)
O (1.946, 2.676, 0.519)
H (-1.618, 5.830, 1.339)
C (-5.135, -2.935, -0.528)
H (5.561, 0.777, -1.551)
H (6.374, 0.422, 0.016)
C (0.978, 0.779, -3.160)
H (1.296, -2.471, -2.072)
H (3.647, -1.061, 2.313)
H (0.844, -2.460, -0.196)
H (5.221, 1.791, -0.112)
H (-2.081, 4.192, 1.885)



Density functional theory data (ωB97M-V/def2-TZVPD) for a molecular structure, C2H8ClN2O in a non-equilibrium geometry.

Properties
* E_tot: -19743.9672 eV
* HOMO-LUMO gap (spin up / spin down): 8.909 / 8.910 eV
* relative energy (zero: lowest compared OMol25 entry of this formula, charge and spin): 3.3792 eV
* charge: +1
* largest force on an atom: 6.691 eV/A

CARTESIAN COORDINATES (ANGSTROEM)
H (-1.238, -0.291, 0.173)
N (-0.516, -1.351, -0.006)
O (1.588, -2.061, -0.204)
H (-2.577, 1.233, 0.980)
C (1.456, 1.096, 0.175)
C (0.724, -1.186, -0.145)
N (-2.056, 0.800, 0.125)
Cl (3.123, 0.899, 0.402)
H (0.972, 1.309, 1.165)
H (-0.790, -2.268, -0.495)
H (2.420, -1.722, -0.545)
H (-2.675, 0.385, -0.489)
H (1.112, 1.540, -0.752)
H (-1.543, 1.617, -0.384)



Density functional theory data (ωB97M-V/def2-TZVPD) for a gas-phase ion, C7H10NO2 (charge +1) in a non-equilibrium geometry.

Properties
* E_tot: -12991.6247 eV
* HOMO-LUMO gap (spin up / spin down): 8.078 / 3.825 eV
* relative energy (zero: lowest compared OMol25 entry of this formula, charge and spin): 7.1824 eV
* charge: +1
* largest force on an atom: 5.158 eV/A

CARTESIAN COORDINATES (ANGSTROEM)
H (0.953, -0.906, 1.721)
H (0.723, -0.396, -2.553)
C (-0.838, 0.424, 1.055)
H (-0.644, -1.694, 1.731)
O (0.124, -1.510, -0.904)
H (1.592, -2.577, -1.988)
O (-1.582, 0.365, 3.421)
C (0.888, -2.513, -1.142)
C (0.670, 0.891, -0.783)
H (-1.434, 2.840, 1.088)
H (-0.964, -0.148, -2.049)
C (-1.000, 0.170, 2.418)
H (1.029, 1.666, -1.434)
H (-0.734, 3.341, -0.443)
C (-0.078, -0.729, 1.711)
N (-0.306, 1.390, 0.207)
C (0.138, -0.253, -1.665)
C (-0.848, 2.553, 0.244)
H (1.479, 0.314, -0.286)
H (0.834, -3.226, -0.348)